This record from the OMol25 dataset describes a 2-piece molecular cluster, H4OS overall in a non-equilibrium geometry. The level of theory is ωB97M-V with the def2-TZVPD basis set.

Geometry as XYZ:
```
6
Properties=species:S:1:pos:R:3:forces:R:3
O -1.8425 0.5612 -0.0112 0.8 -0.7 0.6
H -0.8770 0.6117 -0.1941 -0.9 0.0 0.2
H -1.9278 -0.1325 0.6814 0.1 0.8 -0.8
S 1.8673 0.1843 -0.2202 -0.2 -0.2 0.0
H 1.4972 -0.7865 -1.0760 0.1 0.1 0.1
H 1.2828 -0.4383 0.8202 0.1 0.0 -0.1
```
Forces are in eV/Å.

The value obtained for the frontier orbital gap is 10.9 eV. Its LUMO energy is 0.02299 Ha. The multiplicity is 1. The calculation puts the energy above the lowest of the compared OMol25 structures with the same formula, charge and spin at 4.35 kJ/mol. The calculation puts the total energy at -12947.434 eV.